Record 1
50
Properties=species:S:1:pos:R:3:forces:R:3:lowdin_charge:R:1 method="wB97M-V/def2-TZVPD" homo_lumo_gap_ev=3.60 total_charge=-1 lumo_ev=0.9676
C -5.7534 0.0994 0.1802 -0.021 0.054 0.037 -0.354
P -5.0386 1.7391 0.6527 0.190 -0.005 -0.288 0.682
O -6.1568 2.1037 1.9082 -0.285 0.158 0.018 -0.424
C -3.5726 1.1782 1.3839 -0.094 0.320 0.295 -0.485
C -2.7218 2.2795 1.9920 -0.076 -0.169 -0.054 -0.309
C -1.2514 1.9143 2.2969 0.089 -0.025 -0.229 -0.674
N -1.1222 0.4492 2.5426 0.530 0.420 0.189 0.052
N -0.7605 2.7061 3.4323 -0.119 -0.003 -0.008 0.054
N -0.4198 2.2944 1.1492 0.140 -0.325 0.112 0.076
H -5.2693 -0.2259 -0.7403 -0.062 -0.098 -0.059 0.002
H -5.5487 -0.6321 0.9678 0.005 -0.079 0.026 0.011
H -6.8320 0.1710 0.0335 -0.009 0.007 -0.082 0.006
H -5.9406 1.5514 2.6674 0.064 -0.108 0.094 0.001
H -3.7990 0.3731 2.1025 0.219 -0.166 -0.085 0.006
H -3.1349 2.7054 2.9257 -0.054 -0.049 0.068 0.079
H -2.6799 3.1073 1.2825 -0.011 0.159 0.101 0.079
H -1.3099 0.2971 3.5291 -0.236 -0.228 -0.055 0.068
H -0.1387 0.2145 2.4163 0.021 -0.031 0.084 0.057
H -1.5128 2.8135 4.1013 -0.014 0.061 0.017 0.050
H -0.0140 2.2045 3.9010 0.064 0.034 -0.029 0.055
H -0.5401 1.5986 0.4212 -0.161 0.105 -0.121 0.040
H 0.5565 2.2678 1.4300 0.022 -0.016 -0.026 0.053
C -1.1088 -0.9707 -0.4542 0.024 0.061 0.014 -0.045
C -1.9723 -1.9844 -0.8492 0.009 -0.011 -0.013 -0.043
C -1.6528 -2.7991 -1.9223 -0.119 -0.029 0.054 -0.006
C -0.4598 -2.5791 -2.5898 0.011 -0.026 -0.027 -0.163
C 0.4138 -1.5724 -2.2216 0.090 0.107 0.026 -0.014
C 0.0787 -0.7667 -1.1463 -0.019 -0.066 -0.034 -0.065
N -0.1047 -3.4413 -3.7234 0.002 0.010 0.019 -0.360
O -0.8875 -4.3126 -4.0491 -0.044 -0.040 -0.009 0.061
O 0.9603 -3.2446 -4.2813 0.046 0.019 -0.026 0.051
H -1.3752 -0.3483 0.3929 -0.202 -0.038 0.013 0.055
H -2.9015 -2.1241 -0.3141 -0.026 0.035 0.001 0.110
H -2.3156 -3.5888 -2.2422 0.033 -0.025 -0.043 0.114
H 1.3334 -1.4304 -2.7696 -0.007 -0.050 -0.046 0.102
H 0.7512 0.0226 -0.8396 0.007 0.019 0.030 0.077
C 6.1917 -0.1661 -2.5567 -0.002 0.001 0.009 -0.074
C 4.8099 -0.0610 -2.6332 0.046 0.000 -0.019 -0.057
C 4.0500 -0.0450 -1.4755 -0.087 0.000 -0.094 0.007
C 4.6975 -0.1368 -0.2591 -0.005 0.008 0.012 -0.139
C 6.0705 -0.2430 -0.1571 0.129 -0.014 0.039 -0.006
C 6.8198 -0.2573 -1.3218 -0.006 0.002 -0.047 -0.071
N 3.8893 -0.1242 0.9757 0.008 -0.034 -0.113 -0.346
O 2.6859 -0.0545 0.8487 -0.075 0.047 0.109 0.072
O 4.4759 -0.1905 2.0360 0.038 0.003 0.065 0.079
H 6.7816 -0.1775 -3.4636 0.005 -0.005 -0.009 0.105
H 4.3198 0.0069 -3.5944 -0.009 -0.002 -0.009 0.111
H 2.9745 0.0347 -1.5140 -0.014 0.002 0.055 0.100
H 6.5386 -0.3144 0.8127 -0.049 0.006 0.037 0.118
H 7.8963 -0.3413 -1.2639 0.012 0.001 0.001 0.105


Record 2
95
Properties=species:S:1:pos:R:3:forces:R:3:lowdin_charge:R:1 method="wB97M-V/def2-TZVPD" homo_lumo_gap_ev=4.31 total_charge=+1 lumo_ev=-5.0255
C 6.8377 2.7673 0.9600 -1.223 -1.259 0.078 -0.115
C 5.3092 2.7239 0.6226 0.686 1.084 -0.100 -0.662
Br 4.5600 0.9090 0.5001 0.589 1.473 0.233 0.785
C 4.5387 3.8367 0.4302 -0.461 -1.481 -0.201 -0.627
Br 5.3028 5.6412 0.5396 -0.888 -1.292 -0.027 0.768
C 3.0369 3.6916 0.1508 -0.750 0.160 -0.307 -0.226
C 2.4460 2.9440 -0.9373 -0.944 0.449 0.698 -0.016
C 0.9903 2.8254 -1.1020 1.012 2.387 1.897 -0.256
P 0.2266 1.8234 -2.4800 -0.421 -1.881 0.341 0.388
S -0.0040 0.0000 -1.8576 0.086 0.362 0.153 0.208
C 0.1446 3.5212 -0.0920 1.777 -0.096 -0.116 -0.101
C -1.4249 3.4513 -0.0997 0.838 1.142 -0.480 -0.114
O -1.9088 2.9745 1.1670 0.184 -1.194 -1.198 0.039
C -1.9721 1.6004 1.2341 -0.786 -1.196 2.251 -0.608
F -2.5822 1.2995 2.4300 0.775 0.594 -1.592 0.140
F -0.7309 1.0062 1.3075 -1.527 0.905 -0.758 0.114
F -2.7325 1.0254 0.2648 1.382 0.836 0.725 0.141
C 0.8126 4.2837 0.9488 -0.537 -1.211 -1.528 0.060
N 2.1828 4.3454 1.0328 -0.824 -0.906 -1.246 0.135
H 6.9138 2.4104 2.0299 0.098 0.520 -1.027 0.083
H 7.2934 3.7727 0.8193 -0.447 -0.903 0.087 0.051
H 7.3154 1.9664 0.3300 -0.233 0.993 0.573 0.088
H 3.1364 2.4327 -1.6493 -0.703 0.573 0.723 0.121
H -1.0356 2.3998 -2.8374 0.896 0.444 0.040 0.000
H 1.0126 1.7890 -3.6642 -0.001 0.981 0.456 0.000
H -1.8453 4.4903 -0.2222 0.466 -1.064 0.270 0.159
H -1.7816 2.8723 -0.9856 0.158 0.185 1.066 0.098
H 0.2150 4.8365 1.7083 0.710 -0.503 -0.641 0.165
H 2.5817 4.8978 1.7954 0.072 -0.224 -0.316 0.162
C -3.3264 -0.9013 -4.3085 -0.065 -0.044 0.037 -0.087
C -2.7655 -1.1191 -5.7071 0.000 -0.037 0.149 -0.269
N -1.4403 -1.7223 -5.7132 0.334 0.157 -0.060 -0.197
C -0.7906 -1.6698 -7.0171 0.057 0.175 -0.131 -0.256
C -1.4305 -2.4503 -8.1665 0.049 -0.108 -0.147 -0.086
C -1.3093 -2.9861 -4.9986 -0.102 -0.005 0.320 -0.249
C -2.2033 -4.1480 -5.4328 -0.039 -0.218 0.016 -0.080
H -2.6384 -0.3140 -3.6944 0.051 -0.110 -0.008 0.044
H -4.2708 -0.3557 -4.3700 0.011 -0.048 -0.033 0.076
H -3.5293 -1.8449 -3.7981 0.029 0.056 0.039 0.052
H -2.7006 -0.1353 -6.1839 0.153 -0.132 -0.153 0.116
H -3.4863 -1.7046 -6.2921 -0.124 0.027 -0.028 0.102
H 0.2514 -1.9904 -6.9129 -0.093 -0.076 0.165 0.111
H -0.7289 -0.6179 -7.3198 -0.126 0.015 0.116 0.105
H -1.2606 -3.5224 -8.0717 -0.089 0.020 0.010 0.057
H -0.9841 -2.1422 -9.1146 0.004 0.018 0.028 0.072
H -2.5047 -2.2724 -8.2435 0.040 -0.012 0.039 0.068
H -1.4922 -2.7959 -3.9358 -0.064 0.101 -0.060 0.093
H -0.2652 -3.3116 -5.0355 -0.006 0.170 -0.173 0.115
H -3.2398 -3.8423 -5.5952 0.067 0.024 -0.003 0.070
H -2.2149 -4.9138 -4.6525 0.012 0.044 -0.021 0.073
H -1.8376 -4.6267 -6.3402 -0.103 0.039 -0.031 0.056
C -7.8529 -4.6533 0.7956 -0.034 0.095 0.008 -0.090
C -6.3856 -4.4827 0.4241 -0.182 -0.004 -0.013 -0.272
N -6.1811 -3.7949 -0.8434 0.158 -0.018 -0.271 -0.193
C -4.8125 -3.8842 -1.3316 0.087 -0.224 -0.063 -0.251
C -3.7130 -3.2186 -0.5011 0.191 0.128 -0.033 -0.086
C -6.8043 -2.4845 -0.9689 -0.317 -0.035 0.045 -0.246
C -6.4236 -1.4116 0.0529 -0.009 0.249 0.056 -0.085
H -8.4055 -5.1562 -0.0008 0.054 0.072 -0.009 0.081
H -7.9360 -5.2623 1.6979 0.029 0.035 -0.025 0.073
H -8.3357 -3.6963 1.0040 -0.017 -0.044 -0.017 0.064
H -5.9568 -5.4868 0.3459 0.161 0.137 -0.137 0.119
H -5.8648 -3.9817 1.2511 0.021 -0.024 0.126 0.098
H -4.7680 -3.4901 -2.3530 -0.168 0.072 0.066 0.099
H -4.5598 -4.9456 -1.4327 -0.135 -0.005 0.099 0.111
H -3.7300 -2.1330 -0.6035 -0.015 -0.009 0.084 0.047
H -2.7330 -3.5539 -0.8505 -0.018 -0.021 -0.014 0.068
H -3.7804 -3.4710 0.5588 -0.041 0.016 -0.043 0.068
H -7.8895 -2.6194 -0.9308 0.058 -0.092 0.074 0.102
H -6.6191 -2.0946 -1.9749 0.161 -0.175 0.012 0.113
H -6.4092 -1.7934 1.0765 0.014 -0.026 -0.072 0.069
H -7.1571 -0.6009 0.0246 0.014 -0.045 -0.012 0.072
H -5.4523 -0.9675 -0.1649 0.032 -0.050 0.097 0.045
C 4.6163 3.2120 4.3402 0.112 0.121 -0.039 -0.092
C 4.5841 2.2398 5.5115 0.061 -0.005 -0.037 -0.266
N 5.6635 1.2652 5.4842 0.030 -0.257 -0.157 -0.195
C 5.4742 0.1701 6.4291 -0.203 -0.229 0.051 -0.247
C 5.4728 0.5066 7.9212 0.079 -0.036 0.141 -0.084
C 7.0146 1.8081 5.4181 0.039 0.178 -0.171 -0.249
C 7.4574 2.7595 6.5299 0.184 0.129 0.069 -0.079
H 4.6244 2.6771 3.3871 0.052 -0.080 0.026 0.050
H 3.7268 3.8478 4.3629 0.004 -0.001 0.071 0.067
H 5.4870 3.8705 4.3785 -0.032 -0.006 -0.045 0.072
H 3.6313 1.7035 5.4565 0.137 -0.153 0.143 0.121
H 4.5693 2.8110 6.4486 -0.089 0.117 0.023 0.103
H 6.2302 -0.5994 6.2438 0.064 0.175 -0.100 0.114
H 4.5205 -0.3154 6.1939 -0.010 0.151 -0.096 0.110
H 6.4766 0.7150 8.2903 -0.054 0.070 0.012 0.057
H 5.0977 -0.3465 8.4904 -0.003 0.005 -0.042 0.075
H 4.8307 1.3577 8.1560 0.036 -0.018 -0.026 0.068
H 7.1253 2.3301 4.4610 -0.106 0.029 0.020 0.082
H 7.7292 0.9822 5.3557 -0.208 -0.107 0.067 0.118
H 6.6971 3.5065 6.7710 0.005 -0.070 -0.014 0.070
H 8.3509 3.3042 6.2130 -0.034 -0.038 0.004 0.075
H 7.7194 2.2259 7.4420 -0.093 0.060 0.022 0.059


Record 3
27
Properties=species:S:1:pos:R:3:forces:R:3:lowdin_charge:R:1 method="wB97M-V/def2-TZVPD" homo_lumo_gap_ev=9.68 de_lowest_kcal_mol=118.1 total_charge=0 smiles=COCCNCCOC.O lumo_ev=0.7506
C 3.4451 -0.8926 -1.4459 -0.487 -0.015 -0.076 -0.041
O 2.5981 0.1630 -1.0125 0.312 -1.929 -0.204 -0.236
C 1.5700 -0.1852 -0.1288 -2.712 -2.242 -0.560 -0.158
C 0.2984 -0.8758 -0.8486 0.824 -1.890 -0.446 -0.200
N -1.0025 -0.7448 -0.2510 0.341 1.907 1.636 -0.100
C -1.6341 0.5674 -0.4370 -1.340 -0.548 0.711 -0.169
C -2.9576 0.5912 0.4510 1.009 0.081 -2.309 -0.240
O -2.7410 1.0173 1.7451 0.893 -0.247 2.145 -0.171
C -2.3917 0.0321 2.7615 -0.202 -1.696 -1.682 -0.075
H 4.2425 -0.4305 -2.0278 -0.417 -0.144 -0.416 0.103
H 2.7691 -1.5674 -1.9710 0.647 -0.285 -0.556 0.091
H 3.9629 -1.4595 -0.6721 -0.311 0.151 0.621 0.091
H 1.1422 0.7085 0.3256 0.539 -0.249 0.335 0.108
H 1.9495 -0.9244 0.5766 -0.077 0.347 0.501 0.127
H 0.3649 -1.9637 -0.8647 0.930 -0.315 0.374 0.107
H 0.3586 -0.7325 -1.9275 -0.151 1.151 -0.417 0.111
H -1.7223 -1.3788 -0.5675 0.699 -0.636 -0.174 0.108
H -1.8159 0.5250 -1.5109 -0.603 1.315 -0.242 0.112
H -1.0555 1.4352 -0.1206 0.392 -0.244 -0.206 0.112
H -3.3796 -0.3918 0.2416 -0.297 -0.532 1.010 0.109
H -3.7128 1.2623 0.0419 0.241 0.324 -0.168 0.117
H -3.3081 -0.4988 3.0192 -0.123 0.352 0.682 0.083
H -1.7389 0.2556 3.6053 -0.698 1.506 0.018 0.085
H -1.7804 -0.7755 2.3589 0.065 0.001 -0.835 0.063
O 2.4403 2.3692 -0.5208 -0.311 2.761 0.589 -0.066
H 2.5998 1.4285 -0.4444 0.897 0.623 -0.293 -0.081
H 1.4991 2.4657 -0.3757 -0.060 0.455 -0.037 0.013


Record 4
22
Properties=species:S:1:pos:R:3:forces:R:3:lowdin_charge:R:1 method="wB97M-V/def2-TZVPD" homo_lumo_gap_ev="6.24 / 6.86" total_charge=0 multiplicity=3 lumo_ev="0.8033 / -3.0939"
C 1.3906 -2.0248 1.3442 -0.027 -3.657 -2.058 -0.131
C 0.4788 -1.7478 0.4105 0.267 -0.012 0.160 -0.067
C 1.7112 -1.1249 2.3518 2.076 1.099 3.873 -0.085
C -0.0788 -0.4424 0.3897 -0.325 -4.434 -1.875 0.005
C 1.1599 0.1251 2.3960 -0.442 0.595 -0.608 -0.001
C -0.9888 2.3693 -2.6944 -1.029 3.197 4.564 -0.065
C -1.9423 3.3913 -2.3658 1.497 -1.666 1.540 -0.076
C 0.2820 0.5013 1.3459 2.408 2.940 4.876 -0.246
N -0.2622 2.1350 -1.5812 -0.003 -0.666 -1.884 0.079
N -1.7966 3.6184 -1.0608 -1.076 2.192 -0.490 0.064
N -0.7931 2.9239 -0.6965 1.761 -0.454 2.011 -0.283
O -0.8400 4.0706 1.5844 1.488 -1.436 -0.914 -0.228
O 1.3555 3.1008 0.8040 1.677 0.236 -0.453 -0.191
O -0.5130 1.6674 1.4658 0.303 -0.529 0.287 -0.148
S -0.0283 3.0780 0.9277 -4.391 0.473 0.118 0.695
H 1.8214 -3.0418 1.3193 -0.018 0.779 0.219 0.118
H 0.4108 -2.6061 -0.2446 -1.107 0.718 -0.814 0.113
H 2.4002 -1.5346 3.1533 -0.956 1.069 -0.844 0.134
H -0.5934 -0.1532 -0.4213 -1.735 1.090 -2.757 0.058
H 1.4428 0.7209 3.2499 -0.358 0.573 -0.185 0.122
H -0.8918 1.8658 -3.5351 0.836 -2.212 -3.691 0.048
H -2.6465 4.0082 -2.8369 -0.846 0.107 -1.074 0.085


Record 5
9
Properties=species:S:1:pos:R:3:forces:R:3:lowdin_charge:R:1 method="wB97M-V/def2-TZVPD" homo_lumo_gap_ev=10.45 de_lowest_kcal_mol=12.6 total_charge=0 lumo_ev=-0.6581
O 2.3852 0.3184 -1.2111 0.332 0.712 -1.007 -0.443
O 1.7090 -1.0795 0.5907 0.008 -0.712 0.693 -0.489
O -1.7614 -0.9773 0.3804 1.083 -1.314 3.208 -0.288
Si -1.1110 0.3326 -0.3245 1.712 -1.519 -0.279 0.186
S 2.4090 0.0970 0.1902 0.346 -0.595 0.129 0.716
Cl 0.1269 1.3916 0.9842 -0.071 0.394 0.315 0.276
H -2.0253 1.3607 -0.3468 -1.730 1.323 -0.847 -0.082
H -1.3841 -1.3006 1.2991 -1.148 1.029 -3.005 0.129
H -0.3484 -0.1429 -1.5623 -0.532 0.681 0.792 -0.004


Record 6
16
Properties=species:S:1:pos:R:3:forces:R:3:lowdin_charge:R:1 method="wB97M-V/def2-TZVPD" homo_lumo_gap_ev=10.95 de_lowest_kcal_mol=32.1 total_charge=0 lumo_ev=0.8943
C -0.9703 -0.3467 1.2178 -0.036 0.005 0.048 -0.034
C -0.1756 -0.0355 -0.0407 -0.074 -0.031 0.008 -0.463
C -0.3160 -1.1192 -1.1063 0.036 -0.040 -0.035 -0.030
C -0.2106 1.3987 -0.6128 -0.324 0.119 -0.108 -0.082
O 1.2333 1.5138 -0.4504 0.128 0.020 0.136 0.018
C 1.2571 0.3367 0.2599 0.247 -0.311 0.366 -0.436
N 2.1189 -0.1735 1.0152 -0.144 0.215 -0.301 0.184
H -0.8961 0.4689 1.9449 -0.032 -0.106 -0.112 0.089
H -2.0268 -0.5322 0.9982 0.127 0.043 -0.009 0.084
H -0.5470 -1.2422 1.6853 -0.105 0.118 -0.061 0.089
H 0.0345 -2.0806 -0.7175 -0.058 0.131 -0.039 0.090
H -1.3658 -1.2277 -1.4030 0.148 0.026 0.052 0.087
H 0.2718 -0.8786 -1.9991 -0.074 -0.030 0.139 0.092
H -0.7088 2.1371 0.0223 0.004 -0.113 -0.089 0.124
H -0.5166 1.5185 -1.6561 0.116 -0.044 0.136 0.124
H 2.9539 0.4021 1.1033 0.041 -0.003 -0.130 0.063


Record 7
25
Properties=species:S:1:pos:R:3:forces:R:3:lowdin_charge:R:1 method="wB97M-V/def2-TZVPD" homo_lumo_gap_ev="7.31 / 7.96" de_lowest_kcal_mol=129.5 total_charge=0 lumo_ev="-1.5170 / -1.0258"
C -1.0090 -1.5488 -3.8696 0.015 -0.297 -1.184 -0.169
C -1.1820 -1.1859 -2.7414 0.364 0.946 3.554 -0.099
C 0.4337 -1.1459 1.8132 -0.066 0.128 -0.151 -0.026
C -0.3407 -1.6544 0.8520 0.086 -0.597 -0.203 -0.030
C -0.8339 0.9366 1.8163 0.134 0.096 0.227 -0.110
C -1.7040 0.3644 0.6616 -0.782 -0.023 -0.500 -0.107
C 0.5773 0.3332 1.5391 -0.133 -0.118 0.111 -0.207
C -0.6560 -0.4959 -0.0023 0.246 0.222 -0.562 -0.067
C 0.6164 0.3331 -0.0255 0.427 0.036 -0.917 -0.471
C 1.8255 -0.3826 -0.6180 -0.134 -0.134 0.031 -0.027
C 0.5172 1.6986 -0.6939 -0.152 -0.093 0.143 -0.018
H -0.9675 -1.8348 -4.8870 0.067 -0.108 -0.252 -0.032
H 0.8143 -1.6357 2.6923 -0.061 -0.204 0.132 0.118
H -0.7420 -2.6443 0.7479 -0.133 -0.152 0.039 0.122
H -0.8025 2.0244 1.8069 -0.078 0.010 -0.063 0.109
H -1.2025 0.6194 2.7918 -0.032 0.034 -0.051 0.117
H -2.5471 -0.2184 1.0267 0.034 0.010 -0.071 0.121
H -2.0753 1.1403 -0.0025 0.008 0.036 0.004 0.117
H 1.3906 0.8429 2.0514 0.069 0.011 -0.129 0.152
H 1.9593 -1.3765 -0.2009 0.075 0.003 -0.059 0.081
H 2.7233 0.2005 -0.4322 0.128 0.073 0.026 0.087
H 1.6872 -0.4796 -1.6932 -0.009 0.000 -0.079 0.084
H 0.2295 1.5603 -1.7346 -0.021 -0.034 -0.096 0.093
H 1.4891 2.1872 -0.6717 0.063 0.034 0.026 0.090
H -0.2009 2.3618 -0.2265 -0.114 0.119 0.026 0.072


Record 8
19
Properties=species:S:1:pos:R:3:forces:R:3:lowdin_charge:R:1 method="wB97M-V/def2-TZVPD" homo_lumo_gap_ev=12.31 de_lowest_kcal_mol=13.2 total_charge=0 smiles=CCC.CC lumo_ev=1.1607
C 0.3910 1.2505 0.9642 0.269 0.470 0.030 -0.124
C 0.3680 2.2480 -0.2164 0.918 0.291 0.358 -0.295
C 1.1036 1.6217 -1.4218 0.017 -0.329 0.664 -0.120
H 1.3217 1.3260 1.5386 0.084 0.013 -0.322 0.075
H -0.3811 1.4342 1.7055 -0.357 -0.062 -0.109 0.065
H 0.3410 0.2403 0.5826 -0.294 -0.250 0.141 0.022
H 0.9224 3.1332 0.1153 -0.355 0.130 -0.124 0.093
H -0.6554 2.5380 -0.4514 0.066 0.053 -0.108 0.091
H 1.8130 0.9352 -0.9483 -0.385 -0.705 -0.487 0.065
H 1.7935 2.1780 -2.0434 -0.367 1.051 -0.036 0.056
H 0.3563 1.1747 -2.0795 0.419 -0.562 0.062 0.069
C -1.1469 -2.5166 0.9599 -1.246 -1.511 -0.165 -0.171
C -0.6903 -2.0219 -0.3944 1.222 1.248 -0.083 -0.186
H -1.4259 -1.7227 1.6434 0.104 0.238 -0.018 0.058
H -2.0381 -3.1494 0.8199 -0.118 0.407 0.107 0.063
H -0.5034 -3.2172 1.4982 0.552 0.363 -0.292 0.063
H 0.3385 -1.6546 -0.3031 0.032 -0.122 -0.127 0.048
H -1.2315 -1.1224 -0.7037 -0.269 -0.187 0.102 0.063
H -0.6763 -2.6749 -1.2655 -0.290 -0.536 0.405 0.064


Calculated total energy readings, ordered: -43936.8361, -206288.6270, -14126.4797, -29849.8296, -37427.6769, -8867.8189, -11626.7555, -5411.4765 eV